Record 1
53
Properties=species:S:1:pos:R:3:lowdin_charge:R:1 method="wB97M-V/def2-TZVPD" spin_multiplicity=6 homo_ha="-0.118 / -0.164" relative_energy_ev=0.994 charge=-1 orbital_gap_ha="0.2046 / 0.2327"
Ru -9.889 7.201 8.949 0.843
C -13.412 6.982 9.358 -0.221
Si -12.558 6.427 10.972 0.399
C -13.218 7.513 12.383 -0.194
C -13.129 4.700 11.357 -0.170
N -10.817 6.531 10.628 -0.249
C -10.168 5.969 11.707 -0.347
C -10.500 6.312 13.035 -0.111
C -10.311 5.404 14.108 -0.120
C -9.809 4.145 13.828 -0.119
C -9.301 3.841 12.533 -0.028
C -9.201 4.861 11.643 -0.218
F -8.115 4.876 10.794 -0.082
H -14.472 7.062 9.615 0.011
H -13.323 6.309 8.479 0.018
H -13.147 7.992 8.933 0.015
H -14.331 7.346 12.404 0.038
H -13.107 8.574 12.193 0.010
H -12.912 7.304 13.439 0.031
H -14.221 4.706 11.285 0.025
H -12.875 4.388 12.413 0.048
H -12.683 3.954 10.674 0.045
H -10.769 7.317 13.276 0.084
H -10.600 5.718 15.097 0.089
H -9.621 3.448 14.653 0.093
H -8.961 2.853 12.252 0.116
N -7.926 7.562 9.810 -0.168
C -7.921 8.898 10.488 -0.226
C -8.861 9.820 9.714 -0.275
N -10.246 9.251 9.664 -0.103
H -7.591 6.824 10.449 0.075
H -7.236 7.542 9.027 -0.043
H -6.851 9.255 10.489 0.128
H -8.167 8.831 11.569 0.114
H -8.521 9.940 8.686 0.045
H -8.828 10.823 10.150 0.103
H -10.914 9.873 9.184 0.098
H -10.606 9.167 10.610 0.069
S -10.811 7.166 7.036 -0.036
As -8.797 6.378 6.494 -0.339
S -9.028 4.877 8.261 -0.023
S -7.512 8.136 6.945 0.029
S -8.628 5.299 4.628 -0.180
N -4.807 5.421 6.024 -0.003
C -4.574 6.355 7.118 -0.213
C -4.421 5.678 8.492 -0.497
O -4.359 6.359 9.510 0.042
O -4.323 4.334 8.499 0.091
H -5.768 5.470 5.625 0.033
H -4.392 4.010 7.582 0.094
H -4.174 5.467 5.210 0.080
H -5.411 7.047 7.170 -0.023
H -3.679 6.959 6.940 0.123



Record 2
21
Properties=species:S:1:pos:R:3:lowdin_charge:R:1 method="wB97M-V/def2-TZVPD" homo_ha=-0.329 relative_energy_ev=3.712 smiles=N#CCCn1nnc2ccccc21 orbital_gap_ha=0.3408
C -0.925 -2.308 1.472 -0.245
C 0.563 -2.433 1.297 -0.111
C 1.126 -0.961 1.644 -0.172
C 0.534 0.823 -1.354 -0.198
C -0.072 1.887 -2.109 0.017
C -1.173 2.456 -1.437 -0.091
C -1.842 1.873 -0.384 -0.094
C -1.189 1.024 0.390 -0.043
C -0.052 0.467 -0.097 -0.194
H 0.986 -3.349 1.974 0.162
H 0.823 -2.532 0.148 0.148
H 2.229 -1.016 1.773 0.130
H 0.770 -0.433 2.477 0.108
H 0.436 2.213 -3.032 0.116
H -1.534 3.328 -1.896 0.086
H -2.633 2.510 -0.114 0.103
H -1.490 0.758 1.436 0.139
N -2.096 -2.337 1.375 0.140
N 0.957 -0.156 0.529 -0.127
N 1.988 -0.377 -0.324 0.037
N 1.807 0.235 -1.479 0.089



Record 3
10
Properties=species:S:1:pos:R:3:lowdin_charge:R:1 method="wB97M-V/def2-TZVPD" homo_ha=-0.318 relative_energy_ev=3.108 orbital_gap_ha=0.2656
C 0.129 2.058 -0.445 -0.662
C 0.576 -0.853 -0.465 -0.245
N 1.242 1.828 -0.749 0.042
O -1.013 2.088 -0.111 -0.012
Si -0.721 -0.903 0.845 -0.072
Cl -2.645 -1.115 0.485 0.432
Cl -0.212 -0.798 2.749 0.432
H 0.968 0.250 -0.614 -0.002
H 1.481 -1.414 -0.250 0.041
H 0.195 -1.140 -1.444 0.046



Record 4
34
Properties=species:S:1:pos:R:3:lowdin_charge:R:1 method="wB97M-V/def2-TZVPD" homo_ha=-0.111 charge=-1 orbital_gap_ha=0.1799
C -3.783 -2.535 -3.679 -0.416
P -3.112 -3.336 -2.113 0.610
C -3.146 -5.193 -2.519 -0.412
Ga -0.835 -2.846 -1.809 0.047
O -0.385 -1.045 -2.213 -0.418
H -4.624 -1.904 -3.408 -0.010
H -4.178 -3.295 -4.357 -0.003
H -3.059 -1.951 -4.244 0.005
H -2.133 -5.572 -2.644 -0.016
H -3.650 -5.691 -1.700 -0.012
H -3.706 -5.327 -3.442 -0.004
H -0.517 -3.054 -0.228 -0.132
H 0.099 -3.913 -2.595 -0.131
H -0.895 -0.539 -1.603 -0.099
C 0.067 1.777 1.403 -0.128
C -0.276 1.047 2.674 -0.125
O -1.677 0.798 2.514 0.058
C -1.950 0.814 1.184 -0.574
O -2.979 0.483 0.709 0.174
O -0.889 1.267 0.478 0.064
H 1.079 1.573 1.065 0.119
H -0.072 2.860 1.491 0.131
H 0.250 0.095 2.760 0.138
H -0.084 1.639 3.567 0.126
C 4.735 4.068 2.037 -0.124
C 3.828 3.586 0.933 -0.116
O 3.380 2.322 1.430 0.049
C 3.490 2.345 2.781 -0.572
O 3.048 1.520 3.505 0.175
O 4.173 3.440 3.191 0.062
H 4.732 5.150 2.150 0.131
H 5.764 3.723 1.913 0.133
H 2.962 4.235 0.786 0.134
H 4.343 3.461 -0.017 0.135



Record 5
17
Properties=species:S:1:pos:R:3:lowdin_charge:R:1 method="wB97M-V/def2-TZVPD" homo_ha=-0.549 relative_energy_ev=3.828 charge=+1 orbital_gap_ha=0.3979
C -1.200 2.166 -0.432 0.140
C -0.585 1.226 0.128 -0.024
C 1.642 -1.111 -0.636 0.015
C 1.189 -0.323 0.615 -0.458
N -0.159 0.070 0.377 0.141
O -2.463 -1.081 0.426 -0.108
O 1.847 0.838 0.752 0.039
H -1.605 2.954 0.226 0.121
H -1.101 2.225 -1.565 0.152
H 2.665 -0.532 -0.936 0.146
H 0.872 -0.994 -1.379 0.071
H 1.858 -2.213 -0.483 0.107
H 1.329 -1.039 1.451 0.174
H -0.840 -0.601 0.653 0.106
H -3.279 -0.446 0.393 0.124
H -2.947 -1.810 -0.128 0.132
H 2.775 0.671 0.538 0.122



Record 6
18
Properties=species:S:1:pos:R:3:lowdin_charge:R:1 method="wB97M-V/def2-TZVPD" homo_ha=-0.288 relative_energy_ev=9.041 smiles=C1[C@@H]2[C@@H]1NC1CN2C1 orbital_gap_ha=0.3179
C -2.222 -0.351 0.509 -0.042
C -0.734 -0.820 0.639 -0.268
C 1.341 -0.336 -0.208 -0.319
C 0.841 1.171 0.595 -0.028
C 0.914 0.350 -1.389 -0.161
C -1.111 0.285 -0.319 -0.393
H -3.256 -0.413 -0.170 0.146
H -2.457 -0.160 1.739 0.146
H -0.371 -0.347 1.696 0.140
H 0.903 -1.926 1.119 0.168
H 2.370 -0.516 -0.166 0.105
H 0.606 1.318 1.671 0.095
H 1.901 1.495 0.243 0.111
H 0.359 -0.087 -2.173 0.098
H 1.712 0.878 -1.988 0.141
H -1.208 -0.231 -1.245 0.113
N 0.553 -1.520 0.092 0.000
N -0.140 1.210 -0.648 -0.054



Record 7
13
Properties=species:S:1:pos:R:3:lowdin_charge:R:1 method="wB97M-V/def2-TZVPD" homo_ha=-0.362 relative_energy_ev=0.000 smiles="C=C[C@@]1(Br)CC1(F)F" orbital_gap_ha=0.3873
C -0.726 -0.498 1.429 0.044
C 0.158 -0.775 0.486 -0.214
C 0.926 1.056 -1.336 0.039
C 1.211 0.136 0.010 -0.680
C 1.135 1.633 0.024 -0.594
F 0.109 2.254 0.638 0.106
F 2.244 2.350 0.265 0.089
Br 2.986 -0.615 0.087 0.770
H -1.463 -1.226 1.721 0.061
H -0.757 0.450 1.936 0.063
H 0.182 -1.747 0.008 0.101
H 1.728 1.139 -2.049 0.101
H -0.079 1.016 -1.716 0.112



Record 8
44
Properties=species:S:1:pos:R:3:lowdin_charge:R:1 method="wB97M-V/def2-TZVPD" spin_multiplicity=2 homo_ha="-0.409 / -0.411" charge=+1 orbital_gap_ha="0.2392 / 0.2624"
Cr 0.261 -0.106 0.861 0.466
C 3.148 2.983 2.158 -0.003
C 2.040 3.510 1.310 -0.244
N 2.134 4.698 0.789 0.137
C 1.184 5.162 -0.020 -0.082
C 0.141 4.396 -0.492 -0.131
C -0.861 5.000 -1.448 -0.205
O -1.019 4.263 -2.642 -0.054
C 0.038 3.058 -0.034 -0.049
C -0.969 2.185 -0.523 0.010
N -1.071 0.927 -0.202 -0.054
C -2.210 0.207 -0.589 -0.329
C -2.742 0.240 -1.880 0.001
C -3.896 -0.464 -2.178 -0.049
C -4.559 -1.181 -1.196 -0.056
C -4.060 -1.214 0.098 -0.116
C -2.891 -0.539 0.378 -0.523
I -2.032 -0.592 2.355 1.170
C 0.931 2.641 1.009 -0.262
O 0.774 1.548 1.640 -0.141
H 3.581 3.785 2.750 0.089
H 3.931 2.583 1.512 0.089
H 2.793 2.180 2.801 0.079
H 1.300 6.191 -0.327 0.118
H -0.567 6.032 -1.656 0.126
H -1.848 5.023 -0.974 0.134
H -0.356 4.548 -3.280 0.104
H -1.707 2.608 -1.200 0.139
H -2.232 0.806 -2.645 0.127
H -4.290 -0.444 -3.182 0.117
H -5.471 -1.706 -1.428 0.116
H -4.572 -1.753 0.879 0.107
O 1.908 0.084 -0.102 -0.217
N 2.640 -0.940 -0.492 -0.176
C 3.852 -0.702 -1.032 0.013
C 4.659 -1.738 -1.416 -0.022
C 4.205 -3.052 -1.265 -0.032
C 2.974 -3.280 -0.699 -0.054
C 2.178 -2.203 -0.295 -0.600
S 0.650 -2.359 0.468 0.747
H 4.127 0.339 -1.115 0.149
H 5.637 -1.547 -1.823 0.120
H 4.818 -3.879 -1.585 0.121
H 2.612 -4.283 -0.536 0.120



Record 9
17
Properties=species:S:1:pos:R:3:lowdin_charge:R:1 method="wB97M-V/def2-TZVPD" spin_multiplicity=4 homo_ha="-0.817 / -0.808" relative_energy_ev=0.030 charge=+3 orbital_gap_ha="0.2772 / 0.2194"
Tc 1.491 0.131 -0.565 1.559
N -1.789 1.759 1.042 0.343
C -1.001 0.916 0.482 -0.354
O 0.275 1.261 0.322 -0.147
C -1.329 -0.456 0.005 -0.099
C -0.312 -0.816 -1.081 -0.131
H -1.457 2.666 1.371 0.192
H -2.774 1.546 1.188 0.193
H -2.355 -0.531 -0.367 0.164
H -1.258 -1.124 0.872 0.159
H -0.620 -0.486 -2.070 0.092
H -0.037 -1.876 -1.102 0.104
O 1.694 1.746 -3.084 0.398
N 1.544 1.172 -2.160 0.002
S 3.298 -2.876 2.662 1.190
C 2.577 -1.882 1.626 -0.637
N 2.052 -1.150 0.860 -0.029



Record 10
33
Properties=species:S:1:pos:R:3:lowdin_charge:R:1 method="wB97M-V/def2-TZVPD" homo_ha=-0.342 relative_energy_ev=0.557 orbital_gap_ha=0.3553
C -0.206 -0.605 0.126 -0.111
C -0.765 -0.526 -1.065 -0.051
C 1.121 0.182 0.298 -0.356
C -2.074 -1.813 -2.807 -0.007
C -3.180 -0.062 -1.411 -0.028
C 0.043 2.372 0.834 0.004
C 2.320 1.783 1.707 -0.040
C -2.106 -1.132 -1.381 -0.583
C 0.887 1.244 1.387 -0.555
N 3.634 -0.566 -0.044 -0.315
O 2.418 -1.179 2.236 -0.349
O -2.571 -2.126 -0.463 -0.006
O 0.315 0.683 2.607 -0.027
S 2.364 -1.200 0.500 0.963
H -0.605 -0.986 1.046 0.121
H 2.991 -1.900 2.579 0.066
H -0.249 -0.002 -1.803 0.104
H 1.341 0.633 -0.724 0.145
H -1.508 -2.772 -2.871 0.106
H -1.631 -1.100 -3.419 0.054
H -3.004 -1.970 -3.122 0.030
H -3.178 0.593 -2.348 0.112
H -4.113 -0.490 -1.261 0.051
H -2.985 0.668 -0.471 0.135
H 0.637 3.133 0.443 0.064
H -0.487 2.893 1.633 0.108
H -0.560 1.973 0.078 0.055
H 2.128 2.371 2.565 0.072
H 3.079 1.100 1.975 0.041
H 2.695 2.473 0.914 0.104
H 4.103 -1.185 -0.629 -0.049
H -1.844 -2.635 -0.163 0.070
H 0.986 0.152 3.054 0.071



Record 11
94
Properties=species:S:1:pos:R:3:lowdin_charge:R:1 method="wB97M-V/def2-TZVPD" homo_ha="-0.465 / -0.465" charge=+2 orbital_gap_ha="0.1948 / 0.1716"
Sn 0.289 -0.359 0.308 1.530
I -1.000 -5.365 -5.359 1.041
C -0.314 -4.452 -3.616 -0.679
C 1.044 -4.138 -3.498 -0.193
C 1.490 -3.517 -2.363 -0.593
I 3.479 -2.967 -2.088 1.086
C 0.586 -3.194 -1.286 -0.480
O 0.947 -2.601 -0.258 -0.175
C -0.795 -3.548 -1.433 -0.121
C -1.702 -3.119 -0.297 -0.110
N -1.782 -1.650 -0.248 -0.115
C -2.706 -1.184 0.802 -0.135
C -2.126 -1.320 2.208 -0.283
C -2.887 -1.882 3.225 0.013
C -2.394 -1.893 4.521 -0.004
C -1.138 -1.367 4.766 -0.020
C -0.417 -0.880 3.696 -0.130
N -0.901 -0.854 2.450 0.021
C -1.227 -4.149 -2.582 -0.069
H 1.731 -4.389 -4.294 0.100
H -2.687 -3.589 -0.399 0.145
H -1.255 -3.439 0.648 0.135
H -2.108 -1.314 -1.150 0.134
H -2.900 -0.124 0.620 0.108
H -3.659 -1.724 0.769 0.138
H -3.859 -2.300 3.005 0.127
H -2.982 -2.309 5.328 0.129
H -0.724 -1.340 5.763 0.129
H 0.585 -0.487 3.820 0.128
H -2.273 -4.400 -2.703 0.114
C -2.851 3.576 0.985 -0.076
C -2.148 2.369 1.608 -0.365
C -2.742 2.091 2.993 -0.035
C -0.680 2.639 1.715 -0.281
C -0.079 3.796 2.218 0.025
C 1.278 3.587 2.077 -0.018
N 1.471 2.379 1.540 -0.016
N 0.279 1.791 1.313 -0.002
B 2.808 1.745 1.174 -0.539
N 2.851 1.526 -0.344 -0.013
C 3.723 2.079 -1.195 -0.022
C 3.392 1.689 -2.477 0.019
C 2.261 0.873 -2.331 -0.290
N 1.960 0.782 -1.032 0.010
C 1.521 0.203 -3.453 -0.356
C 1.242 1.213 -4.574 -0.054
C 0.212 -0.455 -3.028 -0.089
N 2.968 0.393 1.879 -0.019
C 3.995 0.076 2.669 -0.025
C 3.930 -1.268 2.960 0.020
C 2.789 -1.742 2.304 -0.229
N 2.205 -0.698 1.653 0.023
C 2.354 -3.175 2.276 -0.365
C 3.504 -4.118 2.614 -0.055
C 1.119 -3.467 3.131 -0.041
H -3.871 3.317 0.704 0.077
H -2.319 3.914 0.098 0.022
H -2.885 4.401 1.697 0.091
H -2.276 1.492 0.959 0.089
H -2.531 2.924 3.664 0.094
H -2.322 1.191 3.434 0.055
H -3.823 1.974 2.923 0.092
H -0.570 4.660 2.625 0.122
H 2.110 4.218 2.337 0.137
H 3.693 2.463 1.503 0.132
H 4.526 2.706 -0.850 0.136
H 3.901 1.954 -3.384 0.117
H 2.188 -0.568 -3.857 0.117
H 0.640 2.032 -4.182 0.032
H 0.700 0.727 -5.385 0.087
H 2.164 1.626 -4.977 0.082
H -0.464 0.297 -2.609 0.045
H 0.384 -1.235 -2.280 0.010
H -0.267 -0.919 -3.890 0.100
H 4.720 0.813 2.967 0.137
H 4.598 -1.824 3.591 0.118
H 2.053 -3.358 1.248 0.096
H 3.752 -4.064 3.676 0.090
H 4.397 -3.876 2.039 0.087
H 3.222 -5.149 2.403 0.088
H 1.261 -3.105 4.151 0.092
H 0.934 -4.541 3.170 0.094
H 0.241 -2.982 2.709 0.043
S -0.415 3.139 -1.919 0.646
C -1.717 3.613 -2.839 -1.141
N -1.652 4.350 -3.943 -0.054
C -2.892 4.596 -4.667 -0.211
C -4.006 4.438 -3.644 -0.394
S -3.371 3.199 -2.459 0.926
H -0.766 4.656 -4.315 0.146
H -3.001 3.868 -5.477 0.126
H -2.885 5.598 -5.094 0.130
H -4.935 4.075 -4.074 0.084
H -4.193 5.353 -3.086 0.086



Record 12
80
Properties=species:S:1:pos:R:3:lowdin_charge:R:1 method="wB97M-V/def2-TZVPD" homo_ha=-0.330 relative_energy_ev=7.059 charge=+1 orbital_gap_ha=0.1911
Y -0.386 0.268 0.188 1.634
C 6.178 -1.178 0.540 -0.077
C 6.021 -0.660 1.854 -0.080
C 4.799 -0.293 2.336 -0.029
C 3.664 -0.428 1.496 -0.106
C 2.275 -0.185 1.643 -0.193
N 1.659 -0.520 0.493 -0.042
C 2.550 -1.008 -0.418 -0.309
N 2.210 -1.558 -1.617 0.219
C 1.032 -1.658 -2.115 -0.253
C 0.670 -2.512 -3.252 -0.099
C 1.435 -3.278 -4.119 -0.001
C 0.764 -4.026 -5.072 -0.055
C -0.634 -4.027 -5.160 -0.063
C -1.400 -3.273 -4.289 -0.003
C -0.723 -2.519 -3.338 -0.110
C -1.205 -1.642 -2.283 -0.257
N -2.522 -1.307 -2.109 0.202
C -2.958 -0.957 -0.939 -0.283
N -2.258 -1.026 0.236 0.032
C -2.883 -0.241 1.177 -0.342
N -2.293 0.116 2.282 0.148
C -1.299 -0.792 2.719 -0.287
N -1.762 -1.973 3.263 0.213
C -0.667 -2.665 3.455 -0.158
N 0.483 -2.058 3.015 0.130
C 0.394 -2.528 4.394 -0.027
C 1.000 -1.990 5.432 0.001
C 1.941 -0.880 5.191 -0.051
C 2.068 -0.037 4.154 -0.031
C 1.343 0.149 2.825 -0.170
C 0.115 -0.749 2.720 -0.176
C -4.159 0.260 0.615 -0.108
C -5.166 1.033 1.155 0.003
C -6.265 1.303 0.341 -0.052
C -6.338 0.810 -0.958 -0.049
C -5.316 0.029 -1.496 0.010
C -4.234 -0.239 -0.685 -0.098
N -0.192 -1.114 -1.609 0.045
C 3.832 -0.954 0.176 -0.111
C 5.108 -1.329 -0.294 -0.020
H 7.167 -1.461 0.203 0.104
H 6.894 -0.561 2.485 0.104
H 4.713 0.089 3.343 0.094
H 2.514 -3.290 -4.044 0.118
H 1.331 -4.631 -5.767 0.110
H -1.117 -4.630 -5.917 0.108
H -2.480 -3.272 -4.338 0.117
H 0.825 -2.335 6.440 0.117
H 2.626 -0.698 6.012 0.109
H 2.856 0.700 4.269 0.107
H 1.044 1.202 2.807 0.115
H -5.110 1.398 2.172 0.124
H -7.081 1.898 0.728 0.112
H -7.210 1.032 -1.558 0.112
H -5.370 -0.361 -2.504 0.122
H 5.222 -1.732 -1.292 0.112
C 2.240 1.936 -1.484 -0.035
O 0.815 1.778 -1.349 -0.301
C 0.113 2.389 -2.431 -0.157
C -1.358 2.012 -2.327 -0.128
O -1.771 1.977 -0.953 -0.226
C -1.938 3.268 -0.346 -0.124
C -1.692 3.098 1.135 -0.142
O -0.422 2.458 1.340 -0.297
C 0.685 3.369 1.349 -0.042
H 2.599 1.343 -2.326 0.109
H 2.471 2.991 -1.640 0.106
H 2.703 1.582 -0.567 0.082
H 0.272 3.471 -2.384 0.131
H 0.506 2.032 -3.387 0.147
H -1.977 2.712 -2.892 0.148
H -1.540 1.009 -2.710 0.115
H -1.231 3.972 -0.788 0.126
H -2.953 3.628 -0.530 0.150
H -1.717 4.059 1.653 0.147
H -2.434 2.442 1.586 0.108
H 0.621 4.011 2.228 0.112
H 1.598 2.776 1.391 0.091
H 0.701 3.976 0.443 0.099



What are the calculated total energy values for these records? In order: -5193.27606; -566.67545; -1417.89801; -3107.87986; -363.29498; -343.80446; -2967.20339; -2863.71293; -948.39347; -1032.86043; -3520.56420; -2167.93768 Ha.
What are the largest force on an atom values for these records? In order: 4.236; 4.370; 2.579; 1.256; 5.209; 5.633; 2.044; 2.730; 0.149; 4.480; 2.663; 0.730 eV/A.